1.
79
Properties=species:S:1:pos:R:3:forces:R:3 method="wB97M-V/def2-TZVPD" lumo_ev=-3.356 de_lowest_kj_mol=0.0 gap_ev=7.29 charge=+1
Bi -1.96950 0.79822 0.18046 0.1 1.2 0.1
Te -1.94394 -1.88479 1.09241 0.1 -2.5 -0.9
Cl -1.46334 -1.29732 3.93351 0.2 0.2 0.7
Cl -3.86282 -2.73452 5.33687 0.0 -0.2 0.1
Cl -6.78869 -1.83571 4.67625 -0.1 0.0 0.1
Cl -7.24943 0.54023 2.72756 -0.2 0.1 -0.1
Cl -4.80471 2.03134 1.45884 -0.1 0.3 -0.1
O 1.32198 4.46817 0.81337 0.2 -1.1 0.4
O -2.18545 0.98601 2.41829 0.0 0.4 -0.6
O -1.92020 2.15144 -2.23803 0.2 0.6 -0.4
O 0.00094 1.11146 0.69944 -0.3 0.3 -0.1
N -0.81033 -0.50428 -1.40372 0.6 0.1 -0.4
N -1.79323 2.77032 -4.39550 -0.2 -0.4 -0.7
C 1.38788 0.37458 -1.14920 0.9 0.4 0.2
C 2.62373 -3.69920 1.10591 0.5 -0.3 0.0
C -1.82723 -1.36275 -1.97358 -0.1 0.0 -0.5
C 1.53774 -4.48793 0.75579 -0.1 -0.5 -0.1
C -4.57083 0.75886 2.59376 0.3 -0.3 0.2
C 1.47215 3.31679 1.20528 -0.3 0.9 -0.3
C 3.24387 2.29754 -0.29396 0.0 0.1 0.1
C 1.38006 -2.69801 -2.54033 0.1 0.0 0.6
C 1.97963 2.25724 0.26913 0.0 0.0 -0.4
C -4.15086 -1.38888 4.32679 -0.2 0.1 -0.2
C 0.24002 1.81523 4.98179 -0.1 0.0 0.4
C 1.18064 -1.89097 -5.18858 0.0 0.0 -0.4
C 0.89221 -1.43340 -2.84094 -0.1 -0.1 -0.3
C -2.14514 -2.50715 -1.01573 -0.5 -0.2 0.1
C 0.43552 -0.52269 -1.75316 -0.9 -0.3 0.0
C -5.65606 0.08866 3.14382 0.1 -0.4 0.3
C 1.21022 1.14649 4.24992 0.3 -0.5 0.3
C 1.69865 -3.14426 -4.87981 0.2 -0.2 -0.4
C -5.45540 -0.98706 4.02610 0.3 0.3 -0.2
C 1.08065 2.83711 2.54707 0.2 0.1 0.3
C -1.31016 4.44588 -2.74534 0.0 0.4 0.1
C 5.06849 1.23010 -1.67082 0.8 0.0 -0.4
C 1.07740 1.23758 -0.08051 0.2 0.1 0.0
C -3.24393 0.39395 2.91086 -0.2 -0.1 0.2
C 0.78205 -1.03655 -4.17273 -0.2 0.5 0.0
C 2.43423 -2.39051 1.51785 0.2 0.4 0.2
C 0.07429 -2.61854 1.15613 0.0 0.3 0.0
C -0.27319 3.01904 4.52039 -0.3 0.2 0.3
C 1.63632 1.65412 3.03997 0.2 0.0 -0.2
C 3.65343 1.31426 -1.19712 -0.2 -0.1 0.0
C 2.70770 0.41138 -1.65056 -0.1 0.0 -0.1
C 0.25639 -3.95301 0.79969 -0.6 -0.1 -0.1
C -3.07731 -0.71488 3.76400 -0.2 0.3 -0.1
C 0.14364 3.53338 3.30316 -0.1 0.4 -0.3
C 1.16014 -1.83316 1.54036 -0.3 0.0 0.0
C 1.80227 -3.54076 -3.55472 0.1 -0.6 0.0
C -1.69071 3.03267 -3.08667 -0.1 -0.4 0.5
H -2.73103 -0.73299 -2.11982 0.4 -0.3 0.0
H -0.10074 1.40132 5.93740 0.1 0.2 -0.4
H 2.20224 -4.53312 -3.30801 -0.2 0.5 -0.1
H -2.23905 5.01358 -2.53778 0.5 -0.3 -0.1
H -1.67371 3.50522 -5.08550 0.0 -0.4 0.3
H 1.43363 -3.01769 -1.49589 0.1 0.1 -0.3
H -0.69230 4.46266 -1.83746 -0.2 0.0 -0.3
H 3.63321 -4.12506 1.06763 -0.4 0.2 0.1
H -1.45365 -3.34456 -1.17694 -0.2 0.2 0.2
H 1.07497 -1.57595 -6.23199 0.1 -0.1 0.4
H -2.10049 1.84529 -4.70108 0.1 0.6 0.2
H 5.72603 1.89715 -1.08136 -0.3 -0.4 -0.3
H -1.00276 3.56509 5.12528 0.2 -0.2 -0.3
H 3.94430 3.09033 -0.00726 -0.3 -0.3 0.0
H -3.18543 -2.85573 -1.15661 0.6 0.1 0.1
H -1.52279 -1.75199 -2.96214 -0.2 0.1 0.4
H 3.28657 -1.78618 1.84498 -0.3 -0.2 -0.2
H 0.37393 -0.04524 -4.41294 0.2 -0.4 0.1
H 1.01805 -0.80463 1.85953 0.0 -0.1 -0.1
H 5.45481 0.19051 -1.57745 -0.2 0.7 -0.1
H 5.15712 1.52074 -2.74096 0.0 -0.2 0.6
H 1.67847 -5.53465 0.45456 -0.1 0.5 0.2
H -0.77719 4.93034 -3.58455 -0.3 -0.2 0.5
H 3.00260 -0.30202 -2.42311 -0.1 0.2 0.2
H -0.62041 -4.57286 0.56099 0.5 0.2 0.1
H 2.03283 -3.81573 -5.68309 -0.2 0.4 0.4
H 2.41153 1.13052 2.46771 -0.3 0.2 0.2
H -0.26539 4.47408 2.90736 0.2 -0.5 0.2
H 1.64488 0.21583 4.63470 -0.2 0.4 -0.1

---

2.
18
Properties=species:S:1:pos:R:3:forces:R:3 method="wB97M-V/def2-TZVPD" lumo_ev=-2.224 de_lowest_kj_mol=618.3 gap_ev=5.27 charge=0
O 1.12057 -0.62054 -1.20535 -0.9 -0.3 1.6
N 0.88620 1.12286 0.37267 1.3 -1.1 0.2
C -0.46926 -0.99588 1.69763 -0.4 -0.1 0.0
C 1.48501 2.19844 -0.36679 -0.7 1.0 0.1
C -0.93581 -0.53219 0.30235 -0.7 -0.9 0.8
C 0.27124 0.27946 -0.45968 0.1 1.5 -2.0
C -1.40621 -1.57037 -0.53674 0.3 0.9 -0.2
H 0.40840 -1.63887 1.73609 0.2 0.2 -0.4
H 0.42245 -1.24212 -1.47522 0.6 -0.3 -0.7
H 0.78128 2.81353 -0.96144 -0.2 -0.2 0.1
H -0.31733 -0.10287 2.30211 0.2 -0.1 0.0
H -0.79090 -2.43443 -0.76141 -0.2 -0.2 0.2
H -2.35563 -1.44547 -1.04254 0.1 -0.2 -0.2
H -0.30402 0.82788 -1.24512 0.1 -0.1 -0.2
H -1.29064 -1.59575 2.09190 0.0 0.2 0.3
H 2.16574 1.78729 -1.11639 0.3 0.0 0.1
H -1.67671 0.25947 0.37308 -0.1 -0.1 0.3
H 2.00562 2.88956 0.29486 0.1 -0.1 0.0

---

3.
100
Properties=species:S:1:pos:R:3:forces:R:3 method="wB97M-V/def2-TZVPD" lumo_ev="-1.957 / -5.609" multiplicity=5 s2=6.02 de_lowest_kj_mol=45.6 gap_ev="7.76 / 5.67" charge=+1
Pd -0.70071 -0.63040 -1.28915 0.1 0.2 0.0
S -2.73973 2.03519 -0.98075 0.3 0.0 -0.3
S -0.43830 -3.19197 -0.54324 0.1 0.1 -0.1
S -1.68123 -3.15805 -2.25529 0.2 -0.1 -0.2
S -2.61079 -2.03806 1.09145 0.2 -0.1 -0.1
Si 2.06842 -0.58898 -1.20478 0.4 -0.2 0.0
O -0.95883 0.41267 -3.54344 0.1 -0.3 0.0
O -1.87314 -0.78626 0.61409 -0.2 0.0 -0.1
O 0.94400 1.38930 1.08402 -0.1 -0.1 0.2
O -1.33366 1.43722 -1.02655 -0.1 0.2 0.1
O -0.86299 -2.13866 -2.98472 -0.5 -0.1 0.4
O -1.69269 -4.44343 -2.86062 0.0 0.0 0.0
O -2.92105 -2.60107 -1.76134 -0.1 -0.1 0.0
C 1.65699 -1.80855 1.36190 -0.1 0.0 0.0
C -2.07782 2.26157 1.68480 -0.2 -0.1 0.0
C 1.93816 -2.68661 2.39695 0.0 0.0 -0.1
C 3.71721 -3.62997 1.08618 0.0 0.0 0.0
C -2.05515 -2.00154 5.57970 0.0 0.0 0.0
C 1.30680 1.35657 2.46042 0.0 0.0 0.1
C -2.29535 2.75599 2.96191 -0.1 0.0 0.0
C -5.07337 0.44586 -0.28589 0.0 0.1 0.0
C 4.02181 3.07310 -1.64017 0.0 0.0 0.0
C 2.07891 3.42789 1.50548 0.0 0.0 0.0
C 2.15315 -2.72554 -3.09389 0.0 0.0 0.2
C -2.90339 -2.93630 4.99758 0.0 0.0 0.0
C -1.39409 -1.07120 4.79396 0.0 0.0 0.0
C -3.09753 -2.93960 3.62681 0.0 0.0 0.0
C 3.19001 -2.66957 -5.25396 0.0 0.0 0.0
C -2.98241 2.58901 0.68624 -0.1 -0.1 0.1
C 2.39263 -1.81700 0.17293 0.0 -0.1 0.1
C 3.43119 -2.74611 0.05364 -0.1 0.0 0.0
C 3.18463 0.89313 -0.96297 -0.1 0.3 0.0
C 3.10137 2.04362 -1.75757 0.1 -0.1 0.0
C 2.97280 -3.60293 2.25622 0.0 0.0 0.0
C 3.58286 -1.36069 -5.02066 0.0 0.0 0.0
C -4.27295 3.90709 2.20796 0.0 0.0 0.0
C 2.51489 -1.39702 -2.83615 0.0 -0.1 -0.2
C 0.94665 2.76929 0.71432 0.0 0.1 -0.1
C 0.08399 1.12617 -4.22922 -0.1 0.1 0.0
C -4.05724 3.43506 0.92124 0.0 0.0 0.1
C -4.76371 -0.25580 1.03463 0.0 0.0 0.0
C 5.05102 2.97807 -0.71252 0.0 0.0 0.0
C -4.37777 -1.73096 0.86846 0.1 0.2 0.1
C 0.23953 0.63410 -5.64848 0.0 0.0 0.0
C 4.20789 0.83599 -0.01388 0.1 -0.1 -0.1
C -3.39503 3.56278 3.22624 0.0 0.0 0.0
C -2.44547 -1.98455 2.85514 0.0 0.1 0.1
C 2.38030 2.42597 2.63587 0.0 0.0 0.0
C -3.89064 0.63460 -1.22829 0.0 -0.1 0.0
C 2.48040 -3.35894 -4.27928 0.0 0.0 0.0
C 3.24779 -0.73304 -3.82965 0.0 0.0 0.1
C -1.58149 -1.05821 3.41766 -0.1 0.0 0.1
C 5.13844 1.86049 0.10181 0.0 0.0 0.0
H -5.64851 -0.20404 1.67140 0.0 0.0 0.0
H -4.59758 -2.13666 -0.11866 0.0 0.0 0.0
H 1.01652 0.99360 -3.68189 0.1 0.0 0.0
H 1.65019 0.35111 2.69741 0.0 0.1 0.1
H 1.07574 2.81501 -0.36399 0.0 0.0 0.0
H -1.22427 1.64197 1.44650 -0.1 -0.1 0.0
H -0.02402 3.21322 0.96698 0.2 0.1 0.0
H -1.02875 -0.46709 -3.94913 0.0 0.2 0.0
H -1.90401 -2.00804 6.65024 0.0 0.0 0.0
H 1.01410 1.20445 -6.16049 0.0 0.0 0.0
H -4.23889 0.78863 -2.24951 0.0 0.0 0.0
H 5.77622 3.77514 -0.62176 0.0 0.0 0.0
H 4.02427 -2.78123 -0.85187 0.0 0.0 0.0
H 1.35348 -2.65963 3.30753 0.0 0.0 0.0
H -0.69114 0.74416 -6.20520 0.0 0.0 0.0
H 4.16197 -0.82867 -5.76362 0.0 0.0 0.0
H -3.40786 -3.66919 5.61116 0.0 0.0 0.0
H 3.44564 -3.15630 -6.18572 0.0 0.0 0.0
H 2.18658 -4.38666 -4.44269 0.0 0.0 0.0
H 0.54216 -0.41514 -5.65953 0.0 0.0 0.0
H 2.95626 3.58105 0.88160 0.0 0.0 0.0
H -0.72460 -0.35371 5.24985 0.0 0.0 0.0
H -3.73812 -3.68428 3.17280 0.0 0.0 0.0
H -4.85782 -2.35937 1.61714 0.0 -0.1 0.0
H 4.29947 -0.02893 0.63121 0.0 0.0 0.0
H -3.55614 3.94418 4.22497 0.0 0.0 0.0
H -3.24201 -0.24472 -1.23706 -0.1 0.1 0.0
H -5.55864 1.40061 -0.07382 0.0 0.0 0.0
H 1.63300 -3.29886 -2.33322 -0.1 0.0 0.0
H -0.19428 2.18040 -4.19189 0.0 0.0 0.0
H -3.97679 0.27321 1.57079 0.1 0.1 0.1
H 0.42251 1.58650 3.07488 0.0 0.0 0.0
H 2.33636 2.88012 3.62453 0.0 0.0 0.0
H 3.19728 -4.29550 3.05618 0.0 0.0 0.0
H 0.83901 -1.10250 1.47247 0.0 -0.1 -0.1
H -5.11299 4.55679 2.40889 0.0 0.0 0.0
H 5.93484 1.78287 0.82998 0.0 0.0 0.0
H 2.30903 2.14324 -2.48708 -0.1 0.0 -0.1
H 3.93954 3.94766 -2.27152 0.0 0.0 0.0
H -4.71528 3.72893 0.11342 0.0 0.0 0.0
H 1.76634 4.39728 1.89122 0.0 0.0 0.0
H 4.52164 -4.34400 0.97386 0.0 0.0 0.0
H 3.59222 0.27875 -3.66454 0.0 0.1 0.0
H -5.80880 -0.14393 -0.83883 0.0 0.0 0.0
H 3.37139 1.99187 2.50726 0.0 0.0 0.0
H -1.06852 -0.34697 2.78750 0.0 0.1 -0.1
H -1.60204 2.51492 3.75708 0.0 0.0 0.0

---

4.
122
Properties=species:S:1:pos:R:3:forces:R:3 method="wB97M-V/def2-TZVPD" lumo_ev=0.085 de_lowest_kj_mol=0.0 gap_ev=8.05 charge=0
Pd 0.06215 0.00594 -0.00664 0.6 -0.4 -0.2
Si 2.14918 0.91082 -0.51683 -0.1 0.2 0.2
O -0.75291 2.81163 0.00067 0.0 0.0 -0.1
N -1.26671 3.39765 -2.11840 0.0 0.1 -0.1
N -0.38772 -0.26782 2.73267 0.0 0.3 0.4
N -2.77317 0.26172 0.09530 -0.5 0.0 -0.2
N -1.41185 -2.17677 0.54431 -0.1 0.2 -0.1
N -0.54576 1.20051 -1.60264 0.2 0.0 0.2
N 0.59614 -0.82006 1.95971 -0.1 0.4 -0.4
N -0.19198 -0.32816 -3.25302 0.2 0.1 0.0
N -2.46694 0.63477 1.36040 -0.1 0.0 0.1
N -2.03697 -1.82490 1.69523 -0.1 -0.2 0.1
C 2.75863 1.97401 0.93045 -0.1 -0.1 -0.1
C -0.83234 1.89805 -3.87930 0.0 0.0 -0.1
C -1.64659 4.71343 -1.62470 0.0 0.0 0.0
C 2.22376 2.15419 -1.96522 0.0 0.0 0.0
C -3.72462 1.07681 -0.32939 0.2 0.0 0.1
C -0.50921 -3.25834 -1.85441 -0.1 0.0 0.0
C -4.44444 0.84968 -1.63750 0.0 -0.1 0.0
C 5.70844 -1.16886 -1.35013 0.0 0.0 0.0
C 2.47029 4.04349 -4.03983 0.0 0.0 0.0
C -2.50301 -4.74438 -1.69372 0.0 0.0 0.0
C 4.78781 -0.26665 -0.83342 0.1 0.0 0.0
C 2.76015 2.70723 -4.27241 0.0 0.0 0.0
C -1.20575 3.11619 -3.43715 0.1 0.0 0.1
C -3.20325 1.71249 1.72543 -0.1 0.1 -0.2
C -3.07212 2.38149 3.04817 0.0 0.0 0.0
C -4.35991 2.08601 -2.53711 0.0 0.0 0.0
C -1.29974 -4.18018 -0.92902 0.1 0.0 -0.1
C 3.65296 3.60638 3.03235 0.0 0.0 0.0
C -0.50909 0.92233 -2.89648 -0.1 -0.2 0.1
C 3.96731 2.67371 0.84081 0.0 0.0 0.0
C 4.05461 -1.06745 2.23877 0.0 0.0 0.1
C -0.40158 -5.33444 -0.46721 0.0 0.0 0.0
C 3.07647 -2.98259 3.47787 0.0 0.0 0.0
C 3.02609 -1.44421 -1.91325 -0.1 0.0 -0.1
C 5.28587 -2.21573 -2.15722 0.0 0.0 0.0
C 2.43016 2.95873 3.12148 0.0 0.0 0.0
C -4.02378 2.03236 0.66535 0.1 0.1 0.1
C -3.86123 -0.36310 -2.36179 0.0 0.0 0.0
C 1.95003 3.50987 -1.75119 0.0 0.0 0.0
C 2.81147 -1.95491 2.36642 0.0 0.0 0.0
C -2.78555 -2.84891 2.16433 0.0 -0.1 -0.1
C -1.78724 -3.41486 0.27570 0.1 -0.1 0.0
C 2.06613 4.44269 -2.77216 0.0 0.0 0.0
C 3.42272 -0.38587 -1.09509 -0.1 0.1 0.0
C 1.98881 2.15392 2.07939 0.0 0.0 0.0
C 0.04412 -0.17451 4.01049 0.1 -0.1 0.0
C 1.61158 -1.12105 2.76582 0.2 -0.1 0.0
C 3.93365 -2.34941 -2.44143 0.0 0.0 0.0
C 1.32100 -0.69142 4.06643 -0.1 0.0 0.0
C -2.65473 -3.89361 1.27679 0.0 0.0 0.0
C -3.58454 -2.79841 3.42451 0.0 0.1 0.0
C 2.50546 -2.72849 1.08241 0.0 0.0 0.0
C 2.63920 1.77915 -3.24543 0.0 0.0 0.0
C -0.85125 2.47420 -1.16025 -0.1 0.0 0.2
C -5.92188 0.57476 -1.31746 0.0 0.0 0.0
C -0.76348 0.35402 5.14807 0.0 0.0 0.0
C 4.41878 3.47038 1.88156 0.0 0.0 0.0
B -1.89276 -0.43637 2.31632 0.1 0.0 0.1
H -5.01908 1.97441 -3.40197 0.0 0.0 0.0
H 2.57920 4.77250 -4.83342 0.0 0.0 0.0
H 3.58275 -3.16489 -3.06233 0.0 0.0 0.0
H -0.14383 0.37769 6.04322 0.0 0.0 0.0
H -4.31979 -0.46141 -3.34959 0.0 0.0 0.0
H 0.28534 -2.75749 -1.29429 0.0 0.0 0.0
H -6.01298 -0.27970 -0.64478 0.0 0.0 0.0
H 1.97036 -1.59269 -2.12408 0.1 0.0 0.0
H -0.93430 -5.99037 0.22294 0.0 0.0 0.0
H -1.48792 3.91510 -4.10850 0.0 0.0 0.0
H -2.16879 -5.29102 -2.57955 0.0 0.0 0.0
H 2.89802 0.74502 -3.44330 0.0 0.0 0.0
H -4.34534 -2.01760 3.38774 0.0 0.0 0.0
H -2.95078 -2.60262 4.29111 0.0 0.0 0.0
H -4.74732 2.83226 0.63403 0.0 0.0 0.0
H 3.89966 -0.25636 1.53473 0.0 0.0 0.0
H 0.07782 -0.97469 -2.52411 -0.1 0.0 0.0
H -1.63420 -0.27166 5.34555 0.0 0.0 0.0
H -2.05033 2.73635 3.19961 0.0 0.0 0.0
H 2.17814 -3.56173 3.69862 0.0 0.0 0.0
H 4.00307 4.22758 3.84758 0.0 0.0 0.0
H 3.85849 -3.67193 3.15097 0.0 0.0 0.0
H -2.78207 -0.27202 -2.48166 0.0 0.0 0.0
H 4.55835 2.62286 -0.06768 0.0 0.0 0.0
H -3.31999 1.70031 3.86399 0.0 0.0 0.0
H 6.00226 -2.92325 -2.55515 0.0 0.0 0.0
H 0.02714 -0.54646 -4.20780 -0.1 0.0 0.0
H -3.74089 3.23927 3.09869 0.0 0.0 0.0
H 2.04359 -2.09668 0.32938 0.0 0.0 0.0
H 1.85792 5.48792 -2.57297 0.0 0.0 0.0
H -2.44664 4.60805 -0.89438 0.0 0.0 0.0
H 5.15479 0.53119 -0.19935 0.0 0.0 0.0
H -4.08096 -3.75613 3.57343 0.0 0.0 0.0
H -4.65784 2.98742 -1.99652 0.0 0.0 0.0
H 5.36337 3.99295 1.79103 0.0 0.0 0.0
H -1.98210 5.31713 -2.46433 0.0 0.0 0.0
H 1.02404 1.67117 2.15783 0.0 0.0 0.0
H -2.53532 -0.38625 3.32454 0.0 0.0 0.1
H 3.41976 -3.15594 0.66377 0.0 0.0 0.0
H -0.07318 -5.93013 -1.32311 0.0 0.0 0.0
H -6.38811 1.43636 -0.83592 0.0 0.0 0.0
H -1.17892 -2.50388 -2.27286 0.0 0.0 0.0
H 3.09576 2.38682 -5.25149 0.0 0.0 0.0
H -3.16706 -3.93888 -2.01357 0.0 0.0 0.0
H -6.47449 0.35513 -2.23482 0.0 0.0 0.0
H 1.93755 -0.79256 4.94309 0.0 0.0 0.0
H 1.81398 3.07680 4.00475 0.0 0.0 0.0
H 1.80416 -3.53857 1.29717 0.0 0.0 0.0
H 4.91194 -1.65766 1.90553 0.0 0.0 0.0
H -1.12087 1.36297 4.95081 0.0 0.0 0.0
H -3.34366 2.22415 -2.90627 -0.2 0.0 0.0
H 1.65017 3.84224 -0.76234 0.0 0.0 0.0
H 3.41567 -2.50587 4.39895 0.0 0.0 0.0
H -4.04541 -1.27728 -1.79492 0.0 0.0 0.0
H -0.06357 -3.83142 -2.67208 0.0 0.0 0.0
H -0.79217 1.66323 -4.93101 0.0 0.0 0.0
H 6.75967 -1.05332 -1.11629 0.0 0.0 0.0
H -3.11850 -4.86393 1.35081 0.0 0.0 0.0
H -0.79635 5.18979 -1.13824 0.0 0.0 0.0
H 0.48203 -4.94995 0.04632 0.0 0.0 0.0
H 4.29601 -0.61941 3.20588 0.0 0.0 0.0
H -3.07915 -5.43007 -1.07080 0.0 0.0 0.0